Entry 1:
CH21O10Pd as an isolated structure at a distorted geometry, computed with ωB97M-V/def2-TZVPD.

CARTESIAN COORDINATES (ANGSTROEM)
1 Pd 1.1070 -10.0780 25.9340
2 O -2.7150 -7.3690 26.6770
3 O 0.1050 -11.3660 26.4770
4 O 4.2740 -7.8530 27.1640
5 O 2.5970 -10.1460 26.6100
6 O 0.3900 -7.1740 23.6060
7 O 0.3080 -6.0550 26.4340
8 O 2.3380 -5.5580 28.0370
9 O -1.9150 -8.7440 24.2820
10 O 0.3320 -8.7520 26.4790
11 O 1.0780 -10.0660 24.1790
12 C 0.3690 -8.5890 27.8990
13 H -0.5060 -8.1110 28.3430
14 H 1.0640 -10.6430 23.4480
15 H 3.2770 -10.3480 25.9450
16 H 0.4770 -9.3670 23.8090
17 H 1.1320 -7.2800 24.1920
18 H -1.7740 -8.4900 25.1700
19 H 4.6940 -7.0500 27.4190
20 H -1.8370 -7.3940 26.9870
21 H -2.3310 -9.6050 24.2820
22 H 2.9460 -9.3790 27.0840
23 H 1.2980 -7.9100 27.9380
24 H -0.0940 -5.7530 25.6560
25 H -0.7600 -11.1420 26.9360
26 H 0.7720 -7.4340 22.7330
27 H -3.3050 -7.4460 27.3930
28 H 2.2990 -6.3210 28.6240
29 H 0.6240 -9.5540 28.4150
30 H 1.6810 -5.6650 27.3320
31 H 3.7430 -7.6500 26.3950
32 H 0.2390 -7.0030 26.3280
33 H -0.0090 -12.1140 25.8990

Its total energy is -25312.1785 eV. As for the net charge: +1. For the frontier orbital gap (spin up / spin down), the calculation gives 7.64 / 7.77 eV. Its spin multiplicity is 3. As for the max |F|: 18.5 eV/Å. Its HOMO energy (spin up / spin down) is -11.51 / -11.89 eV. For the LUMO energy (spin up / spin down), the calculation gives -3.87 / -4.12 eV. The value obtained for the energy above the lowest of the compared OMol25 structures with the same formula, charge and spin is 232.8 kcal per mole.

These are the Mulliken partial charges, in e, on atoms 1 to 2: 1.492, -0.659

Entry 2:
A 10-piece molecular cluster, CH21O9S overall at a distorted geometry, computed with ωB97M-V/def2-TZVPD.

CARTESIAN COORDINATES (ANGSTROEM)
1 S -2.7649 -1.1560 -0.0739
2 O 0.8524 0.4576 2.1545
3 O -0.6437 -0.2844 -1.9916
4 O -1.6426 1.3281 1.4602
5 O -1.3082 2.3527 -1.0172
6 O 1.8524 2.7277 1.0684
7 O 1.3936 1.4404 -1.3578
8 O 3.4303 -0.0209 -0.2314
9 O 2.0442 -1.6745 0.9334
10 O 0.2983 -2.7303 -1.6831
11 C -1.5511 -1.8247 1.1873
12 H 2.1006 1.3813 -1.9944
13 H 1.2441 1.3096 1.9105
14 H 0.8763 0.5724 -1.4982
15 H -0.4392 -3.0856 -1.2233
16 H 1.3879 -1.1783 1.3746
17 H 3.8631 -0.9032 -0.0223
18 H -0.0709 0.6019 1.9183
19 H -2.0839 0.5471 1.2246
20 H 1.2789 3.3349 1.4742
21 H 2.5248 -0.0712 0.1697
22 H -0.9831 0.0467 -2.8567
23 H -1.8160 1.9015 0.6169
24 H -1.4593 -0.7082 -1.4244
25 H -2.0408 -1.9277 2.1681
26 H -0.6638 -1.1806 0.9660
27 H -1.3295 -2.8406 1.0894
28 H -1.4784 2.7770 -1.9038
29 H 1.5467 2.6223 0.2024
30 H -0.7545 1.5678 -1.2561
31 H 1.4498 -2.2053 0.1781
32 H 0.1790 -1.8879 -1.7379

Its total energy is -30641.7468 eV. As for the net charge: -1. For the frontier orbital gap, the calculation gives 6.98 eV. As for the max |F|: 8.9 eV/Å. Its HOMO energy is -4.19 eV. For the LUMO energy, the calculation gives 2.80 eV. The value obtained for the energy above the lowest of the compared OMol25 structures with the same formula, charge and spin is 48.8 kcal per mole.

These are the Mulliken partial charges, in e, on atoms 1 to 2: -0.563, -0.714

Entry 3:
A 11-piece molecular cluster, CH24O10 overall at a distorted geometry, computed with ωB97M-V/def2-TZVPD.

CARTESIAN COORDINATES (ANGSTROEM)
1 O 0.6734 0.8220 2.1852
2 O -0.8920 3.8566 -0.5516
3 O -2.7179 -0.0022 -1.0731
4 O -1.5791 1.4032 0.8881
5 O -2.3454 -2.2283 0.4667
6 O 0.2810 -2.0363 1.3413
7 O -0.6661 -4.2356 -0.4644
8 O 3.3162 0.4860 1.5126
9 O 2.8025 -1.8886 0.4474
10 O -1.7674 2.1829 -2.4892
11 C 1.5823 0.6593 -1.3585
12 H -0.2263 -4.2396 0.3905
13 H -1.8729 1.3328 -2.0083
14 H 1.5907 0.9567 1.8802
15 H 0.5329 -1.2360 1.8224
16 H -0.6436 -1.9964 1.0474
17 H 1.6978 -0.0910 -0.5904
18 H 3.4158 -0.2973 0.9199
19 H -1.4452 2.3037 0.5466
20 H -0.7163 1.1501 1.2928
21 H -3.0877 -2.8375 0.4521
22 H 1.6833 0.1489 -2.3158
23 H -1.2973 1.8703 -3.2712
24 H -2.2866 0.5250 -0.3342
25 H 1.8402 -1.9666 0.6691
26 H 3.9689 1.0872 1.1347
27 H -0.8127 -3.3096 -0.6669
28 H 0.5301 1.2115 3.0505
29 H 3.2283 -2.2035 1.2536
30 H 2.3791 1.3852 -1.3862
31 H -2.6351 -1.4711 -0.0865
32 H -3.5763 0.4127 -1.2161
33 H -1.4949 3.4841 -1.2217
34 H 0.5610 1.0051 -1.3288
35 H -0.0206 3.7563 -0.9381

Its total energy is -21903.0125 eV. For the frontier orbital gap, the calculation gives 10.86 eV. As for the max |F|: 1.4 eV/Å. Its HOMO energy is -10.57 eV. For the LUMO energy, the calculation gives 0.29 eV. The value obtained for the energy above the lowest of the compared OMol25 structures with the same formula, charge and spin is 24.4 kcal per mole.

These are the Mulliken partial charges, in e, on atoms 1 to 2: -0.666, -0.718